DFT (the ωB97M-V functional and the def2-TZVPD basis) results for a 10-piece molecular cluster, C87H186N10O11 overall in a non-equilibrium geometry.

```
294
Properties=species:S:1:pos:R:3:forces:R:3:mulliken_charge:R:1
C 2.335108 -0.720537 -6.527070 0.13 -0.33 -2.52 -1.46
C 2.143764 -1.559236 -5.333061 0.92 -1.94 0.91 2.87
C 2.715311 -0.872860 -4.098336 -1.21 2.50 -0.93 -3.42
C 0.674859 -1.905929 -5.208673 -0.21 0.04 1.44 -0.76
C 0.213791 -2.930988 -6.217540 1.17 -0.58 -0.02 -0.40
C 1.152945 -4.166474 -6.116467 -0.08 0.77 1.80 -1.33
C 2.677138 -3.942750 -6.202214 -1.53 0.64 -2.61 1.69
C 3.367933 -5.185899 -5.709235 -0.85 0.61 1.80 -2.01
C 3.155580 -3.676683 -7.685813 -0.71 1.73 0.94 -1.56
N 2.926580 -2.838840 -5.333982 0.38 0.44 0.75 0.31
O 4.298655 -2.502472 -5.500882 0.83 0.04 1.42 -0.54
H 2.032154 0.286853 -6.371132 -0.28 0.85 0.22 -0.17
H 3.342814 -0.729402 -6.907932 0.70 0.19 0.34 0.52
H 1.789081 -1.108764 -7.409948 -0.19 0.27 0.58 0.12
H 2.646010 -1.475465 -3.243477 -0.19 -1.03 1.21 1.22
H 3.762311 -0.602887 -4.270283 -0.34 0.27 0.05 0.58
H 2.088929 0.058527 -3.917124 0.94 -0.83 -0.06 0.00
H 0.488602 -2.438899 -4.201009 0.17 1.36 -1.14 -0.13
H 0.201189 -0.902870 -5.311398 -0.42 -0.85 0.46 0.52
H -0.768967 -3.247739 -5.925908 -0.67 -0.26 0.02 0.12
H 0.142084 -2.615434 -7.264982 0.20 0.27 0.22 0.37
H 0.795244 -4.823542 -6.824820 -0.27 -1.71 -1.97 0.59
H 0.990015 -4.734872 -5.172120 -0.14 0.72 -0.19 0.13
H 3.049972 -6.063422 -6.236442 -0.11 -0.46 -0.32 0.36
H 3.045085 -5.228321 -4.649738 0.24 -0.53 -0.36 0.39
H 4.425185 -5.084016 -5.691393 0.97 0.01 -0.30 0.45
H 2.654879 -2.762882 -8.171791 0.39 -1.73 0.56 0.22
H 3.011928 -4.603062 -8.219801 0.13 -0.01 -0.58 0.49
H 4.198767 -3.373056 -7.577357 0.07 -0.45 -0.44 0.39
H 4.612497 -2.488414 -4.565326 -0.10 -0.08 -1.18 0.35
C -4.722000 2.176134 2.789877 0.12 -1.34 -0.52 -1.92
C -4.893628 0.818342 2.040997 -2.10 0.52 -1.60 1.44
C -6.169034 0.035588 2.445985 0.46 -0.04 0.56 -1.60
C -5.104409 1.156102 0.514266 -0.03 -1.15 -0.10 -1.39
C -4.918095 -0.108873 -0.421768 -0.47 1.04 0.76 -0.59
C -3.560289 -0.711274 -0.110876 -0.92 -1.54 0.47 -0.31
C -3.448972 -1.115728 1.374657 1.52 -1.33 -0.22 2.09
C -4.245954 -2.403813 1.751995 -0.13 1.49 0.05 -1.23
C -1.936598 -1.426614 1.561125 -0.05 -0.72 0.08 -0.18
N -3.714366 0.042524 2.168327 0.40 0.48 1.42 0.95
O -3.671625 -0.339389 3.584216 1.53 0.61 -0.80 -0.49
H -5.606481 2.783492 2.721041 -0.59 0.07 0.23 0.38
H -4.411374 1.982774 3.805046 -0.23 0.13 0.42 0.41
H -3.947898 2.742910 2.304505 0.57 0.17 -0.26 0.37
H -7.012924 0.723034 2.340633 -0.12 -0.37 0.47 0.52
H -6.312396 -0.824614 1.807009 -0.25 0.25 -0.59 0.45
H -6.072038 -0.487273 3.409512 -0.24 0.91 0.17 0.17
H -6.142266 1.498390 0.383609 0.44 0.29 0.10 0.37
H -4.396662 1.941572 0.304059 0.17 0.34 -0.59 0.40
H -5.775610 -0.746404 -0.127849 0.67 -0.20 -0.43 0.22
H -5.046021 0.109721 -1.500973 0.11 0.18 0.62 0.50
H -2.758677 -0.030174 -0.261424 0.52 1.00 -0.42 0.74
H -3.297265 -1.602380 -0.713664 -0.41 0.40 0.29 -1.19
H -4.328056 -2.521241 2.828688 0.13 0.17 0.16 0.11
H -3.772631 -3.285355 1.366889 0.09 -0.40 -0.49 -0.12
H -5.244807 -2.244325 1.374803 -0.29 -0.74 -0.25 0.33
H -1.316510 -0.568212 1.259629 -0.19 -0.31 -0.20 0.33
H -1.748953 -2.332725 0.924446 0.33 0.88 0.65 -0.43
H -1.648417 -1.640941 2.614522 -0.40 -0.18 -0.62 -0.76
H -2.766709 0.007030 3.706661 -0.57 -0.46 0.86 0.16
C 4.582757 -2.516467 7.039211 1.24 0.24 0.00 -1.37
C 5.267983 -3.746967 6.428363 -1.77 1.21 -2.24 2.37
C 5.932583 -4.497600 7.487860 0.61 -3.14 1.36 -1.96
C 4.242528 -4.600073 5.623574 -1.46 0.43 0.76 -1.93
C 3.572938 -3.874271 4.445056 1.40 0.23 -0.28 1.26
C 4.765994 -3.442607 3.532321 -0.90 -1.86 1.13 -0.73
C 5.781934 -2.584428 4.282479 -0.36 2.32 -0.39 1.64
C 6.906131 -2.415929 3.263999 0.30 0.23 0.24 -1.87
C 5.195131 -1.110046 4.537790 -1.02 -1.01 -1.96 -1.45
N 6.263907 -3.309597 5.407591 1.27 -0.58 2.15 -0.11
O 7.222461 -2.468161 6.172990 -0.90 -0.17 -1.14 -0.49
H 5.353925 -1.730722 7.159033 -0.58 -0.31 0.12 0.24
H 3.798014 -2.145052 6.422902 -0.56 0.25 -0.23 -0.25
H 4.192041 -2.768162 7.995913 -0.43 -0.12 0.85 0.58
H 6.233870 -5.562113 7.242525 -0.42 1.08 -0.25 0.35
H 6.835408 -4.021746 7.757978 0.95 0.65 0.43 0.51
H 5.356066 -4.609338 8.421366 -0.13 0.26 -0.51 0.31
H 4.772894 -5.461924 5.243430 -0.05 -0.52 0.07 0.56
H 3.392922 -4.872262 6.295361 0.89 -0.32 -0.07 0.17
H 2.808858 -4.458327 3.922164 0.52 -0.46 -0.02 0.54
H 2.972930 -3.038662 4.793555 0.23 0.47 0.11 -0.87
H 4.407489 -2.916325 2.683789 -0.16 0.60 -0.89 -0.43
H 5.270729 -4.406432 3.175543 -0.52 1.31 0.39 0.40
H 7.673821 -1.679486 3.524916 -0.15 -0.13 0.34 0.34
H 6.421904 -2.009663 2.352405 0.62 -0.84 0.09 0.31
H 7.371662 -3.415665 3.239844 -0.04 0.46 -0.87 0.55
H 5.724973 -0.381491 5.095387 1.17 0.05 0.90 0.35
H 4.158411 -1.059813 4.925096 0.52 -0.21 -0.63 0.12
H 5.241772 -0.711137 3.499006 -0.63 0.08 0.60 0.44
H 8.050909 -2.914513 6.006416 0.31 -0.16 -0.09 0.35
C -5.800305 6.362138 -2.414950 0.97 -0.95 0.47 -1.54
C -6.459194 5.767115 -3.651569 0.77 0.41 -1.60 1.68
C -7.946300 5.572548 -3.402942 -0.78 -0.59 -0.07 -1.90
C -6.232306 6.660300 -4.998221 -1.63 0.42 2.28 -1.08
C -4.805349 6.605628 -5.522087 -1.95 -0.12 -0.97 -0.53
C -4.381641 5.163394 -5.725242 0.78 -0.87 -0.46 -0.78
C -4.532544 4.276542 -4.468494 -0.61 -0.41 0.38 1.96
C -4.299884 2.752981 -4.783457 -0.19 2.38 -1.20 -2.23
C -3.449287 4.700349 -3.435716 -0.76 0.80 0.37 -1.75
N -5.944790 4.425693 -4.026463 0.61 -1.08 0.61 -0.04
O -5.990520 3.561483 -2.849400 0.91 1.69 0.46 -0.35
H -6.012560 5.701401 -1.567936 -0.01 0.08 -0.04 0.33
H -4.699608 6.450079 -2.433770 -0.73 0.04 -0.31 0.24
H -6.173822 7.320876 -2.164924 -0.65 1.05 0.07 0.50
H -8.417763 4.980951 -4.252861 0.56 0.79 1.02 0.39
H -8.121530 5.016957 -2.439484 0.16 0.53 -0.94 0.32
H -8.429013 6.555506 -3.323312 -0.05 -0.25 -0.02 0.41
H -7.000829 6.280477 -5.685453 0.53 -0.07 -0.26 0.40
H -6.585663 7.738382 -4.780583 0.72 -1.52 -0.11 0.35
H -4.873012 7.185503 -6.476746 0.81 -0.47 0.66 0.42
H -4.155721 7.066550 -4.806996 0.46 0.59 0.17 0.23
H -3.307855 5.171978 -5.849809 0.53 0.01 -0.53 -0.01
H -4.786772 4.681965 -6.651523 -0.08 0.41 0.89 0.38
H -5.093958 2.364135 -5.391601 -0.51 -0.24 -0.24 0.52
H -4.112442 2.146692 -3.958413 -0.13 -0.77 1.75 0.49
H -3.394485 2.700985 -5.345643 0.76 -0.01 -0.76 0.46
H -2.522690 4.265296 -3.722338 0.88 -0.61 -0.19 0.37
H -3.642362 4.485100 -2.361248 -0.14 -0.18 -0.91 0.22
H -3.289143 5.778013 -3.518428 0.12 -0.10 0.15 0.29
H -6.653335 2.923264 -3.004462 -1.25 -0.96 -0.63 0.28
C 5.183004 7.574323 -0.685741 2.42 2.18 -0.28 -2.19
C 3.854284 7.030596 -0.482667 -2.27 -2.08 0.45 2.69
C 3.808941 5.687119 -1.165000 0.56 -1.10 0.01 -1.46
C 3.597675 6.829573 1.009754 1.26 1.70 0.91 -1.67
C 2.183227 6.760537 1.444317 -1.54 0.51 0.99 0.51
C 1.306786 7.801395 0.788470 -1.53 -1.43 -0.42 -1.46
C 1.432412 7.832441 -0.758367 -0.61 -0.39 1.26 2.06
C 0.772359 6.628437 -1.371575 -0.58 -1.47 1.74 -1.57
C 0.639038 9.054114 -1.157158 0.50 0.57 -0.52 -2.45
N 2.846816 7.969608 -1.044653 1.05 0.45 0.14 -0.01
O 3.117698 8.031423 -2.467966 -0.72 -0.02 0.82 -0.42
H 5.049859 8.629017 -0.447175 0.46 0.47 -0.28 0.57
H 6.008453 7.276133 -0.011226 -0.75 -0.55 -0.16 0.35
H 5.556347 7.462170 -1.716115 -0.24 0.12 0.32 0.35
H 4.801436 5.230593 -1.241382 -0.03 0.18 0.00 0.66
H 3.203034 4.945918 -0.701237 -0.66 -0.54 0.86 -0.25
H 3.401522 5.742543 -2.132480 -0.19 0.23 -1.55 0.19
H 4.037096 5.914147 1.336557 0.86 -0.68 0.00 0.38
H 4.168133 7.644049 1.524694 -0.64 -0.42 -0.08 0.40
H 1.789066 5.792377 1.149716 -0.18 -0.36 0.09 -0.42
H 1.991723 6.863851 2.560130 0.75 -0.35 -1.16 0.41
H 1.509640 8.796124 1.085093 0.39 1.01 0.82 0.40
H 0.226514 7.545675 1.095506 1.38 0.63 -0.72 0.40
H -0.288005 6.530710 -1.125305 -0.07 0.41 0.34 0.79
H 1.182665 5.650091 -1.076404 0.21 0.47 -0.14 -0.25
H 0.755149 6.684047 -2.399035 0.26 0.08 -2.46 0.63
H 0.620258 9.215179 -2.222106 -0.18 -0.14 -0.54 0.38
H 1.012618 9.975193 -0.734294 0.49 0.20 0.31 0.54
H -0.354705 8.955658 -0.772562 -0.76 -0.20 -0.01 0.43
H 3.527112 8.893377 -2.461076 0.19 0.40 -0.70 0.36
C -4.184345 -5.791832 -5.205063 -1.36 1.20 -2.11 -1.96
C -3.243066 -5.606715 -4.066378 0.18 -0.44 0.80 1.90
C -1.885554 -6.152630 -4.513300 0.62 -0.21 0.91 -1.47
C -3.390101 -4.118747 -3.743019 1.77 0.58 0.78 -2.15
C -2.596965 -3.651679 -2.456601 -0.29 -1.94 -0.60 -0.58
C -3.177022 -4.460579 -1.284561 -0.17 0.75 -0.49 -0.06
C -3.276056 -6.004476 -1.525138 -1.14 0.98 0.96 2.15
C -1.981873 -6.636098 -1.179957 1.71 -2.26 -0.61 -1.46
C -4.369792 -6.519855 -0.561945 -0.19 0.47 -0.78 -1.89
N -3.792261 -6.313672 -2.874386 -0.43 0.05 -0.46 0.09
O -3.661918 -7.734857 -3.038377 -0.52 -0.24 -0.47 -0.53
H -4.348449 -6.773120 -5.616652 -0.05 -0.74 0.43 0.45
H -5.138991 -5.296338 -4.966244 0.01 -0.64 0.01 0.42
H -3.869744 -5.229500 -6.131864 0.20 -0.30 1.01 0.37
H -1.895623 -7.251648 -4.412528 -0.22 0.43 -0.30 0.40
H -1.715507 -5.893425 -5.556729 0.33 0.10 0.08 0.53
H -1.045998 -5.857502 -3.857136 -0.29 0.29 -0.49 -0.02
H -3.142381 -3.580033 -4.664636 0.27 0.21 0.30 0.57
H -4.442019 -3.929903 -3.567994 -0.29 0.03 0.18 0.60
H -1.524866 -3.928528 -2.472470 -0.28 0.72 -0.61 -0.06
H -2.793660 -2.608465 -2.240326 0.50 0.20 -0.31 0.88
H -4.132193 -3.980954 -1.130648 -0.98 -0.48 0.03 0.79
H -2.673767 -4.148885 -0.349686 0.27 -0.91 -0.29 -1.08
H -1.108273 -6.173192 -1.624396 0.12 0.39 -0.25 0.16
H -1.903358 -7.722863 -1.507806 -0.39 1.27 0.40 0.32
H -1.801193 -6.634269 -0.119323 -0.07 0.14 0.59 0.24
H -4.572944 -7.557744 -0.751583 -0.11 -0.52 -0.19 0.50
H -5.274450 -5.932835 -0.783308 0.17 -0.29 0.38 0.46
H -4.082394 -6.457189 0.475220 0.14 0.38 0.42 0.12
H -4.490976 -8.064602 -3.453735 0.65 0.75 0.54 0.37
C 2.120319 0.684964 8.910758 0.99 -0.53 1.85 -1.93
C 1.325637 1.222108 7.753267 1.83 1.48 -0.72 1.80
C 1.207142 2.760585 7.947367 0.36 0.16 0.15 -1.69
C 2.181434 1.035221 6.483792 0.67 0.10 0.99 -0.84
C 1.405192 1.244633 5.231824 -0.75 1.31 -0.04 -0.77
C 0.193319 0.352105 5.310237 1.12 -1.53 -0.88 -0.92
C -0.702386 0.502430 6.518570 -0.97 -0.83 -2.20 2.79
C -1.574352 1.683574 6.280944 0.70 3.20 0.31 -1.67
C -1.580014 -0.708969 6.651859 -0.21 -1.69 -0.92 -1.60
N 0.132871 0.460552 7.651259 0.78 -0.20 0.44 0.15
O -0.631234 0.622003 8.785934 -0.01 -1.76 1.27 -0.49
H 3.242127 0.793567 8.859708 -1.16 0.52 -0.14 0.31
H 1.740585 1.075488 9.888559 0.49 -0.16 -0.75 0.34
H 1.997775 -0.391836 8.982338 -0.22 -0.24 -0.15 0.42
H 0.568372 3.261102 7.187776 0.71 -0.16 0.58 0.27
H 0.860684 2.998422 8.960405 -0.23 0.06 -0.22 0.51
H 2.268262 3.124622 7.918316 -1.08 0.04 -0.15 0.40
H 3.107535 1.636806 6.653427 -0.73 -0.28 -0.57 0.68
H 2.499655 0.008877 6.452116 0.34 -0.74 0.18 -0.39
H 1.044629 2.287659 5.136967 0.52 -0.22 -0.21 0.37
H 1.985933 0.951050 4.366563 0.13 0.23 -0.35 0.44
H 0.622711 -0.659642 5.350163 -0.20 -0.12 0.09 -0.39
H -0.309457 0.365167 4.345951 -0.64 0.18 0.07 0.27
H -2.289610 1.945331 7.062347 -0.08 -0.33 0.06 0.53
H -2.080508 1.762487 5.318771 -0.13 -0.74 0.01 0.14
H -0.870195 2.539671 6.226140 -0.64 0.00 0.02 0.29
H -1.259629 -1.203546 7.544176 -0.17 -0.60 0.51 0.58
H -1.403009 -1.416229 5.819506 -0.18 0.33 0.25 -0.18
H -2.643139 -0.534573 6.705063 -0.34 0.28 0.03 0.16
H -0.900946 1.509575 8.759681 -0.90 2.22 0.30 0.39
C 4.574871 6.228270 -5.291410 0.53 -2.05 -0.91 -1.98
C 3.464303 5.330054 -5.954597 -0.89 0.67 2.96 1.71
C 2.905983 5.965768 -7.177556 -0.37 -0.35 -2.08 -1.57
C 4.020627 3.988009 -6.233931 1.97 -0.86 -2.05 -1.59
C 2.976135 2.985395 -6.686894 -0.43 0.00 -0.45 -0.18
C 2.073724 2.885744 -5.444967 0.70 -0.07 -0.07 -2.43
C 1.327753 4.182138 -5.096402 1.16 -0.94 -1.11 3.12
C 0.208481 4.606303 -6.085876 -1.14 0.13 1.36 -1.78
C 0.740354 3.853893 -3.779523 -1.40 0.62 2.74 -1.53
N 2.400420 5.147854 -4.889307 0.46 1.80 -0.08 0.64
O 1.828464 6.482816 -4.754371 0.38 -0.11 2.49 -0.79
H 4.943282 5.769379 -4.335815 -0.66 0.67 -0.68 0.22
H 5.446145 6.246710 -5.973985 -0.29 -0.09 0.17 0.51
H 4.231401 7.225598 -5.243020 -0.39 1.05 0.67 0.49
H 3.806127 6.060450 -7.806555 -0.63 -0.41 -0.73 0.47
H 1.999516 5.421234 -7.640607 2.13 0.65 0.43 0.17
H 2.576995 6.979819 -7.121882 -0.28 0.72 0.87 0.34
H 4.836487 4.150091 -6.995370 -0.77 -0.27 0.36 0.49
H 4.567175 3.533891 -5.405504 -0.20 0.31 0.39 0.29
H 2.421651 3.297447 -7.622384 0.38 -0.01 1.15 0.31
H 3.454164 2.047059 -7.014620 -0.19 0.12 0.61 0.30
H 2.687438 2.603833 -4.519397 -0.73 0.20 -1.39 0.14
H 1.252880 2.222770 -5.540132 -0.52 -1.34 -0.24 0.77
H -0.764460 4.033241 -6.007743 1.24 0.19 0.19 0.08
H 0.453815 4.647520 -7.123249 0.33 -0.15 -0.56 0.43
H -0.037720 5.621150 -5.743918 -0.09 -0.10 -0.40 0.57
H -0.026674 3.055977 -3.824052 0.46 0.20 -0.20 0.48
H 0.185552 4.744148 -3.402735 0.30 -0.47 -0.03 -0.26
H 1.486675 3.567141 -2.971096 -0.71 0.38 -1.17 0.16
H 2.051355 6.735214 -3.791123 -0.27 -0.39 -2.24 0.13
C -1.664852 -8.003688 2.847435 -0.44 -0.73 -0.89 -1.42
C -1.656992 -7.250457 4.164819 0.41 0.24 -0.93 1.41
C -3.131179 -7.260653 4.537202 -0.40 1.49 0.89 -1.40
C -0.769590 -7.934354 5.207853 0.07 -0.50 0.41 -1.33
C -0.703004 -7.099716 6.500920 1.28 1.13 -1.58 -0.91
C -0.117911 -5.702618 6.092485 0.14 0.23 0.96 -1.13
C -0.927913 -4.913026 5.032841 -0.10 -1.74 -0.64 2.09
C -2.247505 -4.350134 5.624918 1.23 0.67 -0.37 -1.35
C -0.038316 -3.797504 4.479596 0.11 -1.03 0.01 -1.09
N -1.031467 -5.924016 3.890563 -0.77 1.17 0.12 -0.40
O -1.655216 -5.241671 2.748382 0.73 -0.74 0.81 0.60
H -2.231799 -7.440276 2.078115 0.08 -0.34 0.61 -0.05
H -0.697532 -8.167855 2.357476 0.04 -0.21 0.57 0.38
H -2.223247 -8.952315 3.055337 0.76 0.48 -0.56 0.45
H -3.486054 -8.270996 4.709946 0.01 -0.05 0.36 0.51
H -3.380028 -6.554559 5.357901 0.09 -0.95 -0.24 0.23
H -3.697504 -6.891596 3.692244 -0.26 0.09 -0.36 0.23
H -1.149412 -8.937270 5.414520 -0.43 0.02 0.04 0.43
H 0.226089 -8.170327 4.785424 -0.25 0.69 0.17 0.32
H -1.676765 -6.956662 6.926665 -0.60 -0.11 0.30 0.37
H -0.037929 -7.523111 7.250705 -0.08 -0.21 0.01 0.47
H 0.915780 -5.839036 5.696025 -0.65 0.04 0.25 0.14
H -0.043087 -5.056342 7.006436 0.04 -0.42 -0.67 0.47
H -2.769184 -4.948288 6.336990 -0.28 -0.75 0.27 0.54
H -2.923030 -3.952833 4.884125 -0.36 -0.16 -0.52 0.25
H -1.959511 -3.463145 6.170322 0.19 0.33 0.33 0.25
H 0.597713 -3.470682 5.287557 0.44 0.36 0.05 0.62
H -0.552864 -2.976965 4.060496 -0.98 1.07 -0.12 -0.96
H 0.507297 -4.185580 3.617549 0.42 -0.18 0.42 0.35
H -2.574527 -5.099722 2.983369 -0.51 0.14 0.19 0.11
C 0.454907 -3.909354 0.289566 1.55 -0.24 0.24 0.85
O 1.379847 -2.932841 -0.200682 -0.91 -0.27 -0.70 0.01
C 2.417180 -2.694490 0.694503 -0.06 -0.56 1.58 -0.58
C 3.017493 -1.382326 0.376624 1.94 1.80 0.01 -0.33
N 2.229453 -0.237409 0.854821 0.30 -1.02 -0.14 0.50
C 2.692548 1.057426 0.410859 0.56 0.11 -1.46 -1.07
C 1.641930 2.135635 0.673341 2.01 0.59 0.23 0.39
O 0.618210 2.055759 -0.263221 -0.27 -0.29 -0.11 -0.05
C -0.435494 2.957648 -0.032410 0.38 0.42 -0.46 -0.81
H 0.191264 -3.549592 1.288771 -0.61 -0.59 -0.06 -0.50
H 0.964850 -4.905712 0.345448 -0.38 0.60 0.21 0.40
H -0.373068 -4.024915 -0.399526 -0.16 0.36 0.02 -0.70
H 3.175731 -3.504686 0.661235 -0.25 0.25 -0.01 0.49
H 2.017836 -2.639224 1.748735 0.28 -0.20 -0.65 0.06
H 3.214280 -1.357944 -0.713434 -0.15 0.17 0.15 -0.13
H 4.008559 -1.219021 0.863490 -0.37 -0.67 -0.28 0.42
H 1.317074 -0.450316 0.520337 -1.14 0.49 -0.32 -0.19
H 2.976998 1.132034 -0.675314 -0.80 -0.41 0.19 0.12
H 3.714253 1.235717 0.792076 -0.66 0.30 0.86 0.49
H 2.129731 3.124260 0.617769 0.02 0.00 -0.23 -0.36
H 1.349410 2.068609 1.709333 -0.81 -0.30 0.52 0.25
H -0.137225 4.021330 -0.007862 0.24 -0.30 -0.27 -0.04
H -0.925350 2.775742 0.890809 -0.48 -0.41 1.20 0.57
H -1.155034 2.791394 -0.813748 -0.27 0.11 -0.45 0.26
```
Positions in Å, forces in eV/Å.

## Properties
* lowest unoccupied orbital energy: 0.01341 Ha
* energy: -130643.4025 eV
* SMILES: CC1(C)CCCC(C)(C)N1O.CC1(C)CCCC(C)(C)N1O.CC1(C)CCCC(C)(C)N1O.CC1(C)CCCC(C)(C)N1O.CC1(C)CCCC(C)(C)N1O.CC1(C)CCCC(C)(C)N1O.CC1(C)CCCC(C)(C)N1O.CC1(C)CCCC(C)(C)N1O.CC1(C)CCCC(C)(C)N1O.COCCNCCOC
* charge: 0
* gap between HOMO and LUMO: 8.637 eV
* ΔE to the lowest compared entry with this formula, charge and spin: 79.8 kcal/mol